# C25H48N2NiO2Si3

C25H48N2NiO2Si3 as an isolated structure (ωB97M-V/def2-TZVPD, the Open Molecules 2025 dataset).

Results
* spin multiplicity: 1
* total energy: -98457.767 eV

Each line ends with the Löwdin charge.
Atoms and positions in Å:
Ni 0.34 -0.56 0.63  0.34
C -0.60 2.02 2.55  -0.11
O -0.67 0.72 2.02  -0.33
Si -1.75 -0.53 2.46  0.32
C -3.47 0.13 2.14  -0.15
C -1.60 -0.65 4.31  -0.16
C -1.10 -1.87 1.45  -0.44
Si 0.26 -2.83 2.23  0.38
C -0.14 -3.71 3.85  -0.18
C 1.01 -4.21 1.21  -0.18
C 1.71 -1.66 2.64  -0.16
Si -2.25 -2.63 0.22  0.39
C -3.93 -3.09 0.95  -0.18
C -2.62 -1.49 -1.23  -0.17
C -1.72 -4.26 -0.54  -0.19
H -0.55 2.00 3.64  0.09
H -1.46 2.62 2.23  0.09
H 0.31 2.49 2.18  0.08
H -3.57 1.09 2.65  0.03
H -4.22 -0.54 2.57  0.03
H -3.70 0.27 1.09  0.02
H -2.02 0.25 4.78  0.03
H -0.57 -0.76 4.65  0.03
H -2.17 -1.51 4.69  0.04
H -1.00 -4.36 3.70  0.03
H -0.37 -3.04 4.68  0.00
H 0.70 -4.34 4.16  0.03
H 0.33 -5.06 1.12  0.02
H 1.88 -4.56 1.77  0.04
H 1.34 -3.93 0.22  0.01
H 1.62 -1.22 3.64  0.03
H 1.84 -0.79 1.97  0.02
H 2.67 -2.19 2.59  0.04
H -4.54 -2.22 1.22  0.01
H -3.80 -3.69 1.86  0.03
H -4.50 -3.68 0.24  0.03
H -3.15 -0.59 -0.91  0.01
H -3.25 -1.99 -1.97  0.04
H -1.70 -1.19 -1.72  0.01
H -1.69 -5.06 0.20  0.03
H -0.76 -4.24 -1.06  0.02
H -2.49 -4.53 -1.27  0.03
C 2.52 -0.23 -2.31  -0.08
C 1.13 -0.82 -2.16  -0.48
C 0.84 -1.73 -3.35  -0.09
C 0.97 -1.59 -0.84  -0.18
H 2.60 0.40 -3.21  0.07
H 3.25 -1.04 -2.42  0.08
H 2.83 0.36 -1.45  0.06
H 0.39 -0.01 -2.20  0.10
H 1.53 -2.59 -3.35  0.08
H 0.96 -1.21 -4.30  0.07
H -0.18 -2.13 -3.32  0.07
H 1.93 -2.04 -0.56  0.07
H 0.29 -2.43 -0.99  0.01
C 0.02 5.13 -1.96  0.00
N 0.06 3.67 -2.00  -0.07
N 1.01 3.09 -1.16  0.07
C 0.49 1.96 -0.58  -0.39
O 1.17 1.18 0.10  -0.02
C -0.89 1.90 -0.99  0.08
C -1.10 2.96 -1.81  -0.25
C -2.37 3.41 -2.45  0.00
C 2.40 3.32 -1.39  -0.20
C 2.86 3.55 -2.68  -0.03
C 4.21 3.76 -2.89  -0.07
C 5.10 3.71 -1.82  -0.08
C 4.63 3.46 -0.54  -0.07
C 3.27 3.28 -0.31  -0.01
H 1.03 5.51 -2.11  0.09
H -0.37 5.50 -1.01  0.10
H -0.60 5.49 -2.78  0.09
H -1.58 1.12 -0.73  0.10
H -3.14 2.65 -2.32  0.09
H -2.23 3.59 -3.51  0.09
H -2.73 4.34 -2.00  0.09
H 2.16 3.55 -3.50  0.12
H 4.58 3.94 -3.89  0.11
H 6.16 3.86 -1.99  0.10
H 5.32 3.42 0.29  0.11
H 2.90 3.08 0.68  0.12